15
Properties=species:S:1:pos:R:3:lowdin_charge:R:1 method="wB97M-V/def2-TZVPD" e_above_lowest_kcal_mol=66.2 smiles="NC(=O)C=O.CC=O" gap_ev=9.14
N -2.441 -0.731 -0.678 0.1498
C -1.486 -0.041 -0.047 -0.5299
O -1.182 1.141 -0.164 0.0308
C -0.778 -0.982 0.945 -0.1485
O -1.228 -2.134 1.001 0.0313
H -2.432 -1.773 -0.222 0.1709
H -2.883 -0.302 -1.477 0.1175
H -0.369 -0.466 1.827 0.1413
C 1.844 1.234 -0.611 -0.0452
C 1.974 0.148 0.377 -0.3484
O 2.479 0.149 1.453 0.0704
H 0.770 1.503 -0.627 0.0660
H 2.449 2.090 -0.318 0.0879
H 2.103 0.891 -1.610 0.0860
H 1.180 -0.726 0.151 0.1200

---

21
Properties=species:S:1:pos:R:3:lowdin_charge:R:1 method="wB97M-V/def2-TZVPD" e_above_lowest_kcal_mol=0.0 spin_multiplicity=3 s_squared=2.020 gap_ev="7.13 / 9.91"
C 1.316 0.648 -0.209 -0.4016
C 0.180 -0.278 -0.410 -0.3220
C -0.913 0.638 0.247 -0.3620
C 2.701 0.388 -0.710 -0.0444
C 0.260 -1.692 0.076 -0.0454
C -1.314 0.581 1.704 -0.0691
C -1.885 1.270 -0.724 -0.0793
N 1.033 1.849 0.235 0.2428
H 0.010 -0.315 -1.426 0.1126
H 3.467 0.195 0.055 0.0835
H 3.093 1.256 -1.296 0.0937
H 2.723 -0.482 -1.341 0.0641
H 0.799 -2.255 -0.740 0.0968
H -0.700 -2.151 0.202 0.0772
H 0.921 -1.858 0.879 0.0670
H -0.640 0.579 2.502 0.0438
H -1.919 -0.418 1.740 0.1115
H -1.926 1.472 1.872 0.0677
H -2.390 2.106 -0.146 0.0879
H -2.687 0.356 -1.031 0.1400
H -1.314 1.515 -1.563 0.0352

---

165
Properties=species:S:1:pos:R:3:lowdin_charge:R:1 method="wB97M-V/def2-TZVPD" gap_ev=0.81 charge=+4
C 9.429 -6.742 -4.492 -0.0521
O 7.975 -6.580 -4.472 -0.2230
C 7.297 -7.583 -5.216 -0.2107
C 5.839 -7.476 -4.811 -0.0916
N 5.408 -6.083 -5.112 0.0425
H 6.102 -5.372 -4.762 0.1967
H 5.312 -5.926 -6.125 0.1844
C 4.116 -5.753 -4.409 -0.0457
C 3.012 -6.676 -5.008 -0.1675
O 3.365 -6.858 -6.378 -0.2265
C 2.475 -7.726 -7.048 -0.0738
H 9.928 -5.993 -3.799 0.1076
H 9.864 -6.441 -5.485 0.1007
H 9.593 -7.838 -4.245 0.1102
H 7.672 -8.619 -5.059 0.1470
H 7.384 -7.462 -6.290 0.1319
H 5.727 -7.573 -3.739 0.1441
H 5.195 -8.139 -5.386 0.1402
H 3.911 -4.760 -4.701 0.1275
H 4.219 -5.967 -3.407 0.1105
H 2.005 -6.294 -4.985 0.1251
H 3.046 -7.654 -4.512 0.1300
H 2.658 -7.651 -8.136 0.1124
H 1.466 -7.330 -6.946 0.0910
H 2.538 -8.743 -6.732 0.0894
C 11.580 0.914 5.022 0.0125
O 11.373 0.839 6.302 -0.1664
C 11.627 1.853 7.426 -0.0446
C 11.158 1.189 8.745 -0.0825
N 10.638 2.164 9.844 0.0836
H 11.486 2.593 10.294 0.2099
H 10.088 2.931 9.441 0.1721
C 9.626 1.449 10.750 -0.0963
C 8.346 0.937 10.081 -0.1162
O 7.583 2.209 10.245 -0.2656
C 6.179 2.260 10.824 -0.0117
H 11.017 0.125 4.393 0.1138
H 6.601 -14.515 -1.888 -0.2001
H 12.095 1.769 4.686 0.0526
H 10.754 2.540 7.225 0.1508
H 12.656 2.064 7.343 0.1210
H 12.020 0.539 9.173 0.1766
H 10.358 0.490 8.502 0.1159
H 9.338 2.164 11.569 0.1585
H 10.179 0.681 11.322 0.1407
H 7.686 0.083 10.376 0.1600
H 8.440 0.945 9.069 0.0697
H 6.111 3.214 11.207 0.0594
H 5.937 1.399 11.493 0.0961
H 5.445 1.931 10.055 0.0905
C -6.838 -0.591 1.969 -0.0387
O -8.103 -1.061 1.425 -0.2180
C -9.147 -1.093 2.354 -0.2245
C -10.330 -1.458 1.485 -0.0874
N -9.968 -2.703 0.755 0.0400
H -8.951 -2.708 0.548 0.1614
H -10.157 -3.522 1.350 0.1925
C -10.636 -2.969 -0.563 -0.0628
C -10.046 -1.992 -1.582 -0.1785
O -8.608 -2.133 -1.600 -0.2045
C -7.986 -1.093 -2.319 -0.1084
H -6.044 -0.750 1.254 0.0796
H -6.528 -1.098 2.845 0.0873
H -6.894 0.469 2.160 0.0889
H -9.260 -0.024 2.694 0.1536
H -8.930 -1.682 3.241 0.1340
H -10.461 -0.629 0.760 0.1434
H -11.238 -1.667 2.166 0.1755
H -11.708 -2.914 -0.495 0.1412
H -10.365 -3.971 -0.809 0.1318
H -10.321 -0.935 -1.434 0.1322
H -10.420 -2.288 -2.536 0.1259
H -7.692 -0.174 -1.763 0.0941
H -8.682 -0.712 -3.142 0.1097
H -7.069 -1.554 -2.804 0.1104
C -6.559 7.862 1.129 -0.0965
C -5.116 8.471 1.320 -0.2090
C -4.088 7.383 1.742 -0.2015
C -3.633 6.450 0.633 -0.0913
N -2.658 5.364 1.120 -0.2437
C -1.371 5.973 1.447 -0.1179
C -0.566 5.957 0.122 -0.1053
C -1.442 5.189 -0.905 -0.1070
C -2.387 4.395 0.020 -0.0768
C -3.173 4.684 2.373 -0.1176
C -4.581 4.036 2.345 -0.1694
C -5.017 3.821 3.827 -0.0683
H -6.564 7.083 0.352 0.0635
H -7.139 8.662 0.674 0.0710
H -6.990 7.458 2.051 0.0765
H -5.209 9.241 2.135 0.1251
H -4.761 8.905 0.352 0.1176
H -4.521 6.806 2.581 0.1096
H -3.154 7.849 2.139 0.1151
H -3.112 7.053 -0.133 0.1502
H -4.491 5.927 0.295 0.1090
H -0.861 5.367 2.198 0.1360
H -1.457 6.982 1.870 0.1299
H 0.372 5.525 0.276 0.0930
H -0.445 7.019 -0.179 0.1275
H -0.838 4.564 -1.545 0.1045
H -1.875 5.908 -1.564 0.1017
H -1.872 3.547 0.462 0.1254
H -3.362 4.154 -0.418 0.1469
H -3.105 5.458 3.108 0.1055
H -2.344 3.965 2.574 0.1509
H -4.532 3.094 1.809 0.0814
H -5.305 4.780 1.953 0.1072
H -4.716 2.815 4.078 0.0659
H -6.024 4.021 4.139 0.0689
H -4.424 4.456 4.522 0.0837
C 4.275 4.549 -6.871 0.0342
C 3.090 4.320 -7.707 -0.4195
O 2.905 3.797 -8.729 0.2162
N 1.875 4.869 -6.935 0.0479
H 1.166 4.141 -7.012 0.1305
H 2.052 4.972 -5.886 0.1224
C 1.201 6.126 -7.520 0.0584
H 4.311 5.539 -6.383 0.1193
H 5.122 4.297 -7.460 0.0905
H 4.172 3.805 -6.071 0.1158
H 0.543 6.419 -6.698 0.1054
H 0.720 5.861 -8.435 0.0952
H 1.959 6.809 -7.809 0.0859
C -0.657 0.494 -1.493 0.0582
C 0.096 0.633 -0.204 -0.3666
O 0.760 1.475 0.256 0.1860
N -0.317 -0.536 0.784 0.0513
H -1.051 -0.119 1.457 0.1265
H -0.719 -1.291 0.202 0.1402
C 0.811 -1.025 1.583 -0.0220
H -0.461 -0.352 -2.136 0.0961
H -0.441 1.447 -2.006 0.0910
H -1.710 0.309 -1.237 0.1022
H 0.519 -1.985 1.992 0.0929
H 1.020 -0.332 2.438 0.1217
H 1.621 -1.240 0.851 0.1173
C -2.953 -6.252 0.236 0.0442
C -3.408 -6.779 -1.086 -0.4135
O -4.148 -7.650 -1.307 0.1930
N -2.670 -6.157 -2.243 0.0917
H -2.905 -5.182 -2.353 0.1453
H -1.706 -5.925 -1.982 0.0978
C -2.722 -7.073 -3.506 0.0546
H -3.638 -5.487 0.627 0.1080
H -2.007 -5.647 0.065 0.0945
H -2.813 -7.013 1.016 0.1128
H -3.794 -7.404 -3.707 0.1256
H -2.189 -7.976 -3.260 0.0931
H -2.244 -6.597 -4.328 0.0821
B -0.448 -3.770 -1.600 -1.2269
F 0.508 -3.035 -2.298 0.1367
F -1.814 -3.571 -2.138 0.0254
F -0.321 -5.167 -1.548 0.1023
F -0.520 -3.386 -0.312 0.1703
B 0.636 3.506 -4.726 -1.2451
F 1.866 4.194 -4.538 0.0804
F 0.890 2.417 -5.688 0.0490
F 0.289 3.079 -3.481 0.1586
F -0.217 4.456 -5.183 0.1755
B -3.365 0.568 1.450 -1.2687
F -3.476 -0.632 0.720 0.1152
F -4.534 0.830 2.133 0.1414
F -2.195 0.528 2.312 0.0694
F -3.122 1.640 0.647 0.1494